# 1
C3H4S2 | the ωB97M-V functional and the def2-TZVPD basis

The energy above the lowest of the compared OMol25 structures with the same formula, charge and spin comes out at 50.18 kcal/mol. Its structure (SMILES) is C=CSC=S. Its total charge is 0.

CARTESIAN COORDINATES (ANGSTROEM)
C -1.402 1.483 0.098
C -0.674 0.310 0.101
S 0.937 -0.068 0.951
C 1.696 -1.311 -0.019
S 2.779 -2.398 0.212
H -2.089 1.696 -0.704
H -1.121 2.412 0.757
H -0.969 -0.699 -0.542
H 0.843 -1.424 -0.854

# 2
C3H4S2 | the ωB97M-V functional and the def2-TZVPD basis

The energy above the lowest of the compared OMol25 structures with the same formula, charge and spin comes out at 110.41 kcal/mol. Its total charge is 0.

CARTESIAN COORDINATES (ANGSTROEM)
C 0.792 1.585 0.192
C 0.225 1.764 1.267
C -0.470 -1.458 -0.598
S -0.469 2.177 2.647
S 0.284 -0.364 -1.815
H 1.395 1.366 -0.701
H -0.382 -1.007 0.473
H 0.139 -2.423 -0.573
H -1.512 -1.641 -0.893

# 3
C3H5Br | the ωB97M-V functional and the def2-TZVPD basis

The energy above the lowest of the compared OMol25 structures with the same formula, charge and spin comes out at 0.00 kcal/mol. Its total charge is 0. Its spin multiplicity is 3.

CARTESIAN COORDINATES (ANGSTROEM)
C -0.193 -0.463 -0.023
C -1.266 0.515 0.025
C 1.238 -0.091 -0.016
Br -3.068 0.008 0.039
H -0.466 -1.503 0.053
H -1.074 1.568 -0.064
H 1.789 -0.713 -0.722
H 1.660 -0.276 0.975
H 1.381 0.955 -0.267

# 4
C3H5Br2Cl | the ωB97M-V functional and the def2-TZVPD basis

The energy above the lowest of the compared OMol25 structures with the same formula, charge and spin comes out at 23.61 kcal/mol. Its total charge is 0. Its spin multiplicity is 3.

CARTESIAN COORDINATES (ANGSTROEM)
C -1.070 -0.147 -0.857
C 0.366 -0.378 -0.446
C 0.713 0.404 0.984
Cl 0.502 2.146 0.818
Br 2.567 -0.020 1.449
Br -0.426 -0.303 2.394
H -1.256 -0.640 -1.808
H -1.282 0.915 -0.971
H -1.756 -0.560 -0.120
H 1.073 0.016 -1.174
H 0.568 -1.432 -0.268

# 5
C3H5Br2NO2 | the ωB97M-V functional and the def2-TZVPD basis

The energy above the lowest of the compared OMol25 structures with the same formula, charge and spin comes out at 91.31 kcal/mol. Its total charge is 0.

CARTESIAN COORDINATES (ANGSTROEM)
C -1.276 0.868 0.822
C -0.390 0.385 -0.262
C 0.940 0.404 -0.196
N 1.758 -0.112 -1.282
O 1.173 -0.486 -2.270
O 2.949 -0.138 -1.111
Br -2.989 1.498 0.127
Br 1.966 1.044 1.243
H -0.533 -2.976 0.550
H -1.509 0.057 1.519
H -0.819 1.691 1.377
H -0.846 -0.026 -1.155
H -0.424 -2.209 0.638

# 6
C3H5Br2NO2 | the ωB97M-V functional and the def2-TZVPD basis

The energy above the lowest of the compared OMol25 structures with the same formula, charge and spin comes out at 94.00 kcal/mol. Its structure (SMILES) is C/C=C/[N+](=O)[O-].BrBr. Its total charge is 0.

CARTESIAN COORDINATES (ANGSTROEM)
C 2.168 0.065 -0.403
C 0.867 -0.087 0.112
C 0.151 0.757 0.828
N -1.204 0.602 1.146
O -1.743 1.389 1.874
O -1.821 -0.310 0.639
H 2.525 0.987 -0.405
H 2.132 -0.298 -1.348
H 2.785 -0.763 0.150
H 0.544 -1.097 -0.031
H 0.601 1.719 0.999
Br -3.298 -2.478 -1.319
Br -3.707 -0.486 -2.242

# 7
C3H5Br2O2P | the ωB97M-V functional and the def2-TZVPD basis

The energy above the lowest of the compared OMol25 structures with the same formula, charge and spin comes out at 160.03 kcal/mol. Its total charge is 0.

CARTESIAN COORDINATES (ANGSTROEM)
C -0.076 0.023 -0.755
C -0.491 1.122 0.057
C 0.248 -1.213 0.137
O -1.742 0.987 0.744
O -1.634 -0.033 1.709
P -0.966 -1.483 1.538
Br 0.456 -2.841 -0.983
Br 3.200 1.005 -0.384
H -0.757 -0.223 -1.628
H 0.750 0.361 -1.419
H 0.217 1.431 0.873
H -0.513 2.085 -0.552
H 1.309 -1.221 0.663

# 8
C3H5BrIP | the ωB97M-V functional and the def2-TZVPD basis

The energy above the lowest of the compared OMol25 structures with the same formula, charge and spin comes out at 92.05 kcal/mol. Its total charge is 0.

CARTESIAN COORDINATES (ANGSTROEM)
C -1.981 0.275 -0.845
C -0.642 -0.218 -0.796
C 0.996 -0.537 -0.681
P 1.427 -0.306 1.181
I 2.182 2.050 1.483
H -2.895 1.038 -0.929
H 1.523 0.311 -1.327
H 1.224 -1.608 -1.099
H 0.168 -0.413 1.930
H 2.394 -1.263 1.664
Br -4.396 0.671 -0.582

# 9
C3H5BrN3 | the ωB97M-V functional and the def2-TZVPD basis

The energy above the lowest of the compared OMol25 structures with the same formula, charge and spin comes out at 10.03 kcal/mol. Its structure (SMILES) is Cc1[nH+]cnn1Br. Its total charge is +1.

CARTESIAN COORDINATES (ANGSTROEM)
C -0.005 -0.721 1.052
C 0.550 -0.307 -0.244
N -0.024 0.563 -1.092
C 0.801 0.835 -2.104
N 1.895 0.136 -1.969
N 1.751 -0.523 -0.783
Br 3.081 -1.709 -0.225
H 0.857 -1.258 1.757
H -0.861 -1.412 0.922
H -0.514 0.048 1.693
H -0.946 1.023 -0.847
H 0.503 1.287 -3.056

# 10
C3H5BrN3 | the ωB97M-V functional and the def2-TZVPD basis

The energy above the lowest of the compared OMol25 structures with the same formula, charge and spin comes out at 39.70 kcal/mol. Its structure (SMILES) is C[n+]1[nH]cnc1Br. Its total charge is +1.

CARTESIAN COORDINATES (ANGSTROEM)
C 0.224 -1.207 -1.097
N 0.027 -0.263 -0.027
N 0.249 1.064 -0.256
C -0.103 1.811 0.830
N -0.571 1.205 1.834
C -0.457 -0.496 1.151
Br -0.945 -2.015 1.971
H 1.103 -0.939 -1.684
H 0.370 -2.208 -0.687
H -0.654 -1.204 -1.752
H 0.763 1.365 -1.075
H -0.006 2.887 0.791

# 11
C3H5BrN4O2 | the ωB97M-V functional and the def2-TZVPD basis

The energy above the lowest of the compared OMol25 structures with the same formula, charge and spin comes out at 33.20 kcal/mol. Its total charge is 0.

CARTESIAN COORDINATES (ANGSTROEM)
C 0.547 -0.181 1.913
C -0.899 0.014 -0.035
C 0.832 -0.760 -1.614
N -0.746 -0.222 1.805
N 1.244 -0.085 0.765
N 0.467 0.121 -0.405
N -1.598 1.374 0.085
O -2.803 1.391 0.123
O -0.913 2.367 0.102
Br -2.083 -1.234 -0.696
H 0.875 -0.422 2.876
H 1.721 -0.316 -2.053
H 1.031 -1.788 -1.258
H 0.087 -0.414 -2.372
H 2.236 0.155 0.763

# 12
C3H5BrNO | the ωB97M-V functional and the def2-TZVPD basis

The energy above the lowest of the compared OMol25 structures with the same formula, charge and spin comes out at 45.39 kcal/mol. Its total charge is -1.

CARTESIAN COORDINATES (ANGSTROEM)
C 0.748 -0.978 -0.182
C -0.291 -0.189 0.559
C 0.035 1.430 -1.038
N -0.643 1.086 0.001
O -1.637 1.705 0.533
Br 0.887 -2.882 0.571
H 1.863 -0.602 -0.226
H 0.440 -1.308 -1.212
H -1.322 -0.755 0.837
H 0.184 0.018 1.521
H -0.265 2.476 -1.365

# 13
C3H5BrO | the ωB97M-V functional and the def2-TZVPD basis

The energy above the lowest of the compared OMol25 structures with the same formula, charge and spin comes out at 86.35 kcal/mol. Its total charge is 0.

CARTESIAN COORDINATES (ANGSTROEM)
C 0.042 1.074 -0.315
C 1.077 -1.024 0.045
C -0.744 0.053 0.402
O -0.299 -1.219 0.023
Br -2.797 0.124 -0.057
H -0.022 2.099 -0.059
H 0.223 0.862 -1.321
H 1.471 -1.357 -0.949
H 1.702 -0.710 0.811
H -0.652 0.097 1.421

# 14
C3H5BrO | the ωB97M-V functional and the def2-TZVPD basis

The energy above the lowest of the compared OMol25 structures with the same formula, charge and spin comes out at 20.87 kcal/mol. Its structure (SMILES) is CC=C=O.Br. Its total charge is 0.

CARTESIAN COORDINATES (ANGSTROEM)
C -0.236 0.706 -0.596
C 1.048 0.710 0.181
C 1.087 0.365 1.454
O 1.246 0.105 2.596
H -0.189 1.489 -1.536
H -1.120 0.707 0.080
H -0.300 -0.192 -1.195
H 2.068 0.766 -0.179
Br -1.608 -1.923 2.994
H -0.917 -0.963 2.166

# 15
C3H5BrS | the ωB97M-V functional and the def2-TZVPD basis

The energy above the lowest of the compared OMol25 structures with the same formula, charge and spin comes out at 53.14 kcal/mol. Its structure (SMILES) is C#CBr.CS. Its total charge is 0.

CARTESIAN COORDINATES (ANGSTROEM)
C -1.353 1.705 0.690
C -2.070 0.800 0.358
Br -3.099 -0.307 -0.630
H -0.722 2.420 1.136
C 1.539 -0.385 -0.344
S 0.344 -1.390 0.607
H 2.431 -0.982 -0.526
H 1.089 -0.028 -1.265
H 1.776 0.443 0.322
H 0.065 -2.274 -0.348

# 16
C3H5BrS | the ωB97M-V functional and the def2-TZVPD basis

The energy above the lowest of the compared OMol25 structures with the same formula, charge and spin comes out at 9.70 kcal/mol. Its total charge is 0. Its spin multiplicity is 3.

CARTESIAN COORDINATES (ANGSTROEM)
C -0.152 -1.354 0.762
C 0.407 1.858 -0.263
C -0.815 -0.441 0.134
S -0.204 0.650 -1.188
Br 1.403 -1.066 -1.993
H 0.911 -1.670 0.578
H -0.665 -2.078 1.587
H 0.456 1.549 0.752
H 0.595 2.804 -0.705
H -1.936 -0.252 0.335

# 17
C3H5Cl2F | the ωB97M-V functional and the def2-TZVPD basis

The energy above the lowest of the compared OMol25 structures with the same formula, charge and spin comes out at 13.12 kcal/mol. Its structure (SMILES) is C[C@H](Cl)[C@H](F)Cl. Its total charge is 0.

CARTESIAN COORDINATES (ANGSTROEM)
C -0.379 -0.366 0.454
C 0.769 -0.588 -0.483
Cl 1.709 -2.021 -0.056
C 1.970 0.792 -0.439
F 2.687 0.731 -1.574
Cl 2.982 0.695 0.977
H -0.916 -1.307 0.571
H -0.023 -0.056 1.432
H -1.058 0.376 0.050
H 0.507 -0.649 -1.536
H 1.382 1.715 -0.436

# 18
C3H5Cl2N3 | the ωB97M-V functional and the def2-TZVPD basis

The energy above the lowest of the compared OMol25 structures with the same formula, charge and spin comes out at 0.00 kcal/mol. Its structure (SMILES) is ClC1(Cl)NC=[NH+]C=[NH+]1. Its total charge is +2.

CARTESIAN COORDINATES (ANGSTROEM)
Cl 1.369 -1.961 1.561
C 0.606 -0.422 1.086
Cl 0.812 0.935 2.242
N 1.277 -0.054 -0.314
C 0.581 0.670 -1.168
N -0.729 0.722 -1.023
C -1.401 -0.076 -0.173
N -0.763 -0.832 0.691
H 2.234 -0.264 -0.461
H 1.071 1.286 -2.008
H -1.328 1.421 -1.569
H -2.514 0.037 -0.316
H -1.216 -1.459 1.452

# 19
C3H5Cl2N3O | the ωB97M-V functional and the def2-TZVPD basis

The energy above the lowest of the compared OMol25 structures with the same formula, charge and spin comes out at 19.80 kcal/mol. Its structure (SMILES) is NN(Cl)/N=C\CC(=O)Cl. Its total charge is 0.

CARTESIAN COORDINATES (ANGSTROEM)
N 1.417 0.168 0.952
N 1.466 -0.954 0.115
Cl 3.268 -1.574 0.132
N 0.923 -0.812 -1.049
C -0.237 -0.578 -1.408
C -1.445 -0.091 -0.535
C -2.280 -1.059 0.268
O -1.896 -1.814 1.113
Cl -4.018 -0.809 -0.038
H 1.302 -0.274 1.933
H 2.180 0.853 0.856
H -0.370 -0.608 -2.530
H -1.086 0.587 0.252
H -2.111 0.442 -1.235

# 20
C3H5Cl3OSi | the ωB97M-V functional and the def2-TZVPD basis

The energy above the lowest of the compared OMol25 structures with the same formula, charge and spin comes out at 0.00 kcal/mol. Its total charge is 0. Its spin multiplicity is 3.

CARTESIAN COORDINATES (ANGSTROEM)
C 0.459 -1.906 0.628
C 0.402 -0.616 0.875
C -0.614 0.365 0.289
O -0.867 1.493 1.111
Si -0.054 0.930 -1.501
Cl -0.323 -0.726 -2.681
Cl 1.846 1.679 -1.569
Cl -1.105 2.543 -2.006
H 1.287 -2.492 1.214
H -0.225 -2.238 -0.052
H 1.109 -0.291 1.720
H -1.522 -0.043 0.091
H -0.395 1.301 1.881